No. 1
The following is a quantum chemistry calculation of a cluster of 5 separate species, C31H75BF3N4O11PS in total, from OMol25.

Cartesian coordinates (Å):
C: -2.124 3.457 2.129
C: -0.721 2.805 2.202
C: -0.386 1.947 1.001
N: -0.142 2.645 -0.249
C: 0.964 2.340 -1.052
C: 2.359 2.555 -0.384
C: 2.666 3.769 0.507
O: 1.669 4.735 0.735
C: 3.244 3.280 1.832
F: 2.458 2.480 2.498
F: 3.644 4.275 2.580
F: 4.346 2.579 1.539
O: 1.106 0.973 -1.472
C: 0.045 0.121 -1.802
O: 0.523 -0.694 -2.844
B: -0.269 -0.946 -0.603
O: -1.400 -0.898 0.178
O: 0.702 -1.876 -0.364
P: -1.612 0.659 -2.502
O: -1.500 1.374 -3.965
O: -2.556 1.527 -1.492
S: -2.548 -1.023 -2.828
C: 0.842 3.224 -2.379
C: 1.178 4.704 -2.177
C: 0.020 5.525 -1.597
C: 0.292 7.018 -1.773
C: -0.957 7.830 -2.157
N: -0.767 9.266 -1.877
N: 1.586 2.565 -3.435
C: 1.309 3.012 -4.796
N: 2.517 3.306 -5.579
C: 3.271 4.449 -5.079
H: -2.008 4.533 2.045
H: -2.733 3.046 1.333
H: -2.622 3.299 3.077
H: 0.007 3.576 2.423
H: -0.721 2.140 3.061
H: 0.444 1.279 1.201
H: -1.242 1.284 0.873
H: -0.916 3.116 -0.677
H: 2.517 1.649 0.184
H: 3.073 2.509 -1.198
H: 3.516 4.300 0.075
H: 1.623 5.000 1.660
H: 1.455 -0.455 -2.953
H: -1.866 -1.738 0.029
H: 0.353 -2.774 -0.457
H: -1.989 2.212 -3.979
H: -3.223 1.957 -2.052
H: -0.219 3.201 -2.620
H: 2.119 4.903 -1.672
H: 1.297 5.118 -3.175
H: -0.865 5.269 -2.183
H: -0.197 5.252 -0.573
H: 0.991 7.167 -2.593
H: 0.748 7.473 -0.901
H: -1.152 7.765 -3.221
H: -1.825 7.505 -1.591
H: -0.042 9.633 -2.482
H: -0.431 9.377 -0.928
H: 2.574 2.504 -3.239
H: 0.788 2.235 -5.346
H: 0.687 3.906 -4.829
H: 3.102 2.483 -5.478
H: 3.502 4.376 -4.010
H: 2.736 5.383 -5.209
H: 4.233 4.464 -5.574
C: -0.918 -0.945 4.077
C: -2.063 -0.667 5.035
O: -1.919 -1.284 6.302
C: -0.776 -0.916 7.050
C: -0.699 0.568 7.370
H: -0.798 -2.019 3.927
H: -1.111 -0.476 3.110
H: 0.032 -0.558 4.451
H: -2.987 -1.065 4.613
H: -2.216 0.412 5.153
H: 0.135 -1.250 6.542
H: -0.836 -1.480 7.981
H: -0.629 1.179 6.469
H: 0.179 0.776 7.982
H: -1.589 0.886 7.916
C: -2.829 -6.947 0.545
C: -2.128 -5.729 1.120
O: -2.614 -4.496 0.615
C: -3.987 -4.221 0.847
C: -4.364 -4.173 2.318
H: -2.745 -6.958 -0.543
H: -2.385 -7.862 0.940
H: -3.891 -6.962 0.791
H: -1.071 -5.764 0.852
H: -2.171 -5.736 2.214
H: -4.616 -4.936 0.306
H: -4.173 -3.244 0.398
H: -4.203 -5.131 2.814
H: -5.418 -3.913 2.428
H: -3.764 -3.427 2.841
C: 7.177 0.272 -0.938
C: 8.210 1.176 -1.590
O: 7.866 2.550 -1.570
C: 7.689 3.130 -0.290
C: 8.923 3.068 0.593
H: 6.205 0.395 -1.419
H: 7.481 -0.771 -1.023
H: 7.048 0.495 0.122
H: 8.306 0.909 -2.643
H: 9.198 1.024 -1.140
H: 6.825 2.680 0.213
H: 7.431 4.175 -0.469
H: 9.220 2.041 0.810
H: 8.731 3.567 1.544
H: 9.766 3.558 0.105
C: -5.709 -12.549 -0.239
C: -5.847 -11.180 0.404
O: -4.954 -10.209 -0.112
C: -5.067 -9.930 -1.497
C: -6.436 -9.411 -1.905
H: -4.689 -12.920 -0.129
H: -6.392 -13.257 0.230
H: -5.936 -12.526 -1.306
H: -5.616 -11.260 1.466
H: -6.880 -10.822 0.336
H: -4.793 -10.812 -2.086
H: -4.319 -9.167 -1.713
H: -7.224 -10.140 -1.717
H: -6.447 -9.176 -2.970
H: -6.682 -8.507 -1.346

Output
frontier orbital gap: 8.248 eV
SMILES string: CCCN[C@@](C[C@@H](O)C(F)(F)F)(O[C@@](O)(B(O)O)P(O)(O)=S)[C@@H](CCCCN)NCNC.CCOCC.CCOCC.CCOCC.CCOCC
E_tot: -90799.72497 eV

Results of the Mulliken charge analysis, in e, for atoms 1 through 5: C -1.50; C -0.32; C -1.63; N 1.13; C 0.89

---

No. 2
The following is a quantum chemistry calculation of a cluster of 2 separate species, C4H10O in total, from OMol25.

Cartesian coordinates (Å):
C: 1.960 -0.857 1.695
C: 2.241 0.400 1.280
O: 1.460 1.483 1.629
H: 2.222 -1.546 0.903
H: 1.437 -1.106 2.610
H: 3.257 0.513 0.925
H: 1.292 1.530 2.578
C: -2.013 0.589 -1.223
C: -1.381 -0.735 -1.726
H: -2.690 0.325 -0.408
H: -1.416 1.397 -0.771
H: -2.621 1.115 -1.958
H: -1.218 -1.366 -0.853
H: -0.453 -0.551 -2.242
H: -2.078 -1.191 -2.440

Output
frontier orbital gap: 9.882 eV
SMILES string: C=CO.CC
E_tot: -6355.25386 eV

Results of the Mulliken charge analysis, in e, for atoms 1 through 5: C -0.66; C 0.00; O -0.46; H 0.26; H 0.25

---

No. 3
The following is a quantum chemistry calculation of a structure of composition C33H29Cl3IrN6O6S3, from OMol25.

Cartesian coordinates (Å):
Ir: -0.030 1.877 -2.127
N: -1.621 5.698 -3.367
C: -0.862 4.612 -2.995
S: -1.282 3.071 -3.702
N: 0.135 4.830 -2.196
N: 0.888 3.671 -2.018
C: 2.159 3.791 -1.969
C: 3.047 2.644 -2.056
C: 4.326 2.719 -1.500
C: 5.221 1.674 -1.611
C: 4.836 0.537 -2.321
C: 3.590 0.451 -2.905
C: 2.657 1.493 -2.788
O: 1.480 1.372 -3.381
H: -2.577 5.489 -3.601
H: -1.481 6.518 -2.799
H: 2.567 4.799 -1.946
H: 4.603 3.620 -0.963
H: 6.198 1.733 -1.151
H: 5.516 -0.303 -2.400
H: 3.279 -0.441 -3.433
C: 1.625 7.083 2.943
C: 1.124 5.790 2.356
C: -0.056 5.742 1.628
C: -0.518 4.549 1.086
C: 0.211 3.390 1.281
C: 1.402 3.416 1.998
C: 1.848 4.610 2.532
S: -0.331 1.850 0.578
O: -1.337 2.257 -0.468
O: -0.846 1.063 1.666
N: 0.847 1.260 -0.280
C: 1.787 0.287 0.311
C: 1.612 -1.226 0.022
O: 2.469 -1.916 0.608
O: 0.666 -1.601 -0.701
H: 1.028 7.928 2.600
H: 2.664 7.264 2.663
H: 1.579 7.059 4.034
H: -0.619 6.654 1.463
H: -1.418 4.518 0.489
H: 1.984 2.511 2.119
H: 2.780 4.632 3.085
H: 1.745 0.364 1.400
H: 2.798 0.570 0.011
Cl: -4.002 -8.814 1.545
C: -3.366 -7.272 1.043
C: -3.768 -6.120 1.696
C: -3.241 -4.906 1.292
C: -2.315 -4.814 0.257
C: -1.755 -3.464 -0.153
C: -2.580 -2.926 -1.321
N: -1.911 -1.860 -2.033
C: -1.211 -2.000 -3.210
C: -0.605 -0.810 -3.440
N: -0.923 0.045 -2.413
C: -1.697 -0.615 -1.581
O: -1.852 -2.520 0.884
C: -0.724 -2.525 1.763
C: -0.901 -3.525 2.866
C: -0.331 -4.760 2.907
Cl: 0.740 -5.433 1.749
S: -0.833 -5.691 4.259
C: -1.827 -4.407 4.816
C: -1.767 -3.334 3.987
C: -1.956 -5.993 -0.384
Cl: -0.831 -5.956 -1.711
C: -2.464 -7.226 -0.004
H: -4.472 -6.177 2.514
H: -3.523 -3.995 1.805
H: -0.710 -3.554 -0.471
H: -3.533 -2.568 -0.926
H: -2.784 -3.722 -2.038
H: -1.199 -2.930 -3.751
H: 0.057 -0.500 -4.228
H: -2.073 -0.249 -0.642
H: -0.671 -1.514 2.166
H: 0.188 -2.715 1.198
H: -2.388 -4.512 5.730
H: -2.313 -2.415 4.149
H: -2.154 -8.127 -0.512

Output
frontier orbital gap: 7.032 eV
E_tot: -128833.27443 eV
charge: -1

Results of the Mulliken charge analysis, in e, for atoms 1 through 5: Ir 1.02; N -0.50; C 0.62; S -0.62; N -1.24

---

No. 4
The following is a quantum chemistry calculation of a structure of composition C37H43N2O9PRh, from OMol25.

Cartesian coordinates (Å):
Rh: -1.185 -2.356 0.922
O: 4.082 -2.936 0.901
C: 3.770 -3.435 -0.308
C: 4.819 -3.788 -1.157
C: 4.567 -4.301 -2.414
C: 3.260 -4.463 -2.851
C: 2.213 -4.112 -2.024
C: 2.441 -3.598 -0.747
C: 1.292 -3.156 0.062
O: 0.101 -3.291 -0.375
N: 1.560 -2.554 1.208
N: 0.470 -2.050 1.823
C: 0.618 -1.586 3.035
C: -0.389 -0.962 3.814
C: -0.032 -0.458 5.077
C: -0.931 0.194 5.880
C: -2.247 0.364 5.442
C: -2.639 -0.121 4.223
C: -1.744 -0.811 3.361
O: -2.184 -1.248 2.238
H: 3.220 -2.722 1.348
H: 5.829 -3.638 -0.806
H: 5.388 -4.580 -3.058
H: 3.073 -4.853 -3.840
H: 1.190 -4.224 -2.346
H: 1.613 -1.650 3.472
H: 0.984 -0.608 5.415
H: -0.627 0.559 6.849
H: -2.962 0.864 6.080
H: -3.656 -0.006 3.881
O: -4.646 -7.567 0.621
C: -3.962 -6.579 0.804
C: -4.074 -5.276 -0.073
O: -4.862 -5.191 -1.002
C: -3.110 -4.373 0.466
C: -2.386 -5.005 1.567
O: -1.453 -4.434 2.149
C: -2.931 -6.353 1.815
O: -2.574 -7.186 2.667
O: -2.822 -3.185 0.069
O: -1.066 -0.086 -0.439
P: -0.550 1.128 -1.099
C: -0.077 2.352 0.243
C: 0.281 1.566 1.512
C: 1.101 2.415 2.488
C: 0.647 3.871 2.439
C: 0.930 4.479 1.055
C: 0.989 3.399 -0.031
C: 0.686 0.569 -2.414
C: 1.528 -0.558 -1.831
C: 2.728 -0.009 -1.076
C: 3.635 0.748 -2.039
C: 2.874 1.924 -2.637
C: 1.564 1.473 -3.279
C: -1.928 1.903 -2.102
C: -1.529 3.112 -2.944
C: -2.772 3.808 -3.490
C: -3.618 4.412 -2.361
C: -3.362 3.707 -1.024
C: -3.150 2.207 -1.221
H: -1.027 2.872 0.414
H: 0.839 0.667 1.245
H: -0.637 1.231 1.994
H: 2.164 2.365 2.243
H: 0.980 2.018 3.497
H: 1.164 4.449 3.208
H: -0.421 3.914 2.661
H: 1.882 5.014 1.071
H: 0.151 5.205 0.809
H: 1.970 2.922 -0.008
H: 0.855 3.858 -1.012
H: -0.060 0.104 -3.081
H: 1.874 -1.216 -2.633
H: 0.893 -1.146 -1.173
H: 3.282 -0.819 -0.603
H: 2.372 0.668 -0.295
H: 3.956 0.070 -2.836
H: 4.531 1.107 -1.525
H: 3.483 2.413 -3.402
H: 2.675 2.658 -1.858
H: 1.816 0.879 -4.164
H: 1.024 2.352 -3.627
H: -2.198 1.075 -2.772
H: -0.915 2.785 -3.782
H: -0.946 3.817 -2.350
H: -3.360 3.074 -4.044
H: -2.479 4.590 -4.193
H: -4.674 4.336 -2.627
H: -3.389 5.475 -2.250
H: -4.216 3.869 -0.364
H: -2.488 4.149 -0.541
H: -4.048 1.796 -1.687
H: -3.037 1.704 -0.257

Output
spin multiplicity: 5
frontier orbital gap (spin up / spin down): 4.026 / 4.557 eV
expectation value of S²: 6.04
E_tot: -72772.40560 eV
charge: -1

Results of the Mulliken charge analysis, in e, for atoms 1 through 5: Rh 1.23; O -0.71; C 0.38; C -0.67; C -0.41

---

No. 5
The following is a quantum chemistry calculation of a cluster of 2 separate species, H4O2 in total, from OMol25.

Cartesian coordinates (Å):
O: 0.132 0.714 -0.781
H: 0.585 1.061 0.035
H: 0.100 1.320 -1.530
O: -0.368 -1.360 1.002
H: 0.507 -1.085 0.734
H: -0.957 -0.650 0.541

Output
frontier orbital gap: 11.596 eV
SMILES string: O.O
E_tot: -4159.57427 eV

Results of the Mulliken charge analysis, in e, for atoms 1 through 5: O -0.67; H 0.34; H 0.30; O -0.64; H 0.31

---

No. 6
The following is a quantum chemistry calculation of the molecule C15H17ClN4O4S, from OMol25.

Cartesian coordinates (Å):
C: -3.512 -1.053 -1.892
C: -4.562 -0.808 -0.879
N: -5.553 -1.625 -0.664
O: -6.348 -1.073 0.257
N: -5.882 0.116 0.655
C: -4.774 0.327 -0.011
N: -4.064 1.499 0.109
C: -2.704 1.680 0.133
O: -2.224 2.787 0.084
C: -1.879 0.447 0.281
C: -2.176 -0.516 1.244
C: -1.353 -1.613 1.408
C: -0.220 -1.763 0.612
Cl: 0.780 -3.137 0.825
C: 0.084 -0.802 -0.343
S: 1.555 -0.849 -1.404
O: 1.250 -0.033 -2.538
O: 1.958 -2.202 -1.620
N: 2.728 -0.087 -0.531
C: 2.552 1.330 -0.313
C: 3.904 1.968 -0.002
C: 4.541 1.277 1.201
C: 4.663 -0.219 0.924
C: 3.289 -0.797 0.594
C: -0.733 0.301 -0.493
H: -2.677 -1.600 -1.457
H: -3.930 -1.655 -2.694
H: -3.140 -0.112 -2.290
H: -4.617 2.332 0.272
H: -3.039 -0.399 1.883
H: -1.576 -2.361 2.152
H: 2.127 1.741 -1.229
H: 1.853 1.511 0.520
H: 3.763 3.031 0.193
H: 4.553 1.857 -0.871
H: 5.525 1.703 1.400
H: 3.919 1.436 2.085
H: 5.075 -0.739 1.789
H: 5.326 -0.379 0.073
H: 3.365 -1.845 0.303
H: 2.631 -0.712 1.475
H: -0.480 1.033 -1.244

Output
frontier orbital gap: 9.558 eV
SMILES string: Cc1nonc1NC(=O)c1ccc(Cl)c(S(=O)(=O)N2CCCCC2)c1
E_tot: -53337.14988 eV

Results of the Mulliken charge analysis, in e, for atoms 1 through 5: C -1.08; C 1.03; N -0.58; O -0.01; N -0.51

---

No. 7
The following is a quantum chemistry calculation of a cluster of 2 separate species, C2H9NO in total, from OMol25.

Cartesian coordinates (Å):
C: -0.740 -1.019 -0.015
C: -1.429 0.323 0.126
N: -1.352 0.904 -1.222
H: -1.114 -1.851 0.511
H: -0.841 -1.334 -1.114
H: 0.421 -0.890 0.168
H: -2.465 0.056 0.319
H: -0.976 0.822 0.980
H: -0.717 0.235 -1.730
H: -0.997 1.860 -1.376
O: 2.977 -0.141 1.091
H: 2.537 -0.727 0.397
H: 2.813 0.804 1.010

Output
frontier orbital gap: 10.129 eV
SMILES string: CCN.O
E_tot: -5756.45950 eV

Results of the Mulliken charge analysis, in e, for atoms 1 through 5: C -0.75; C -0.03; N -0.58; H 0.39; H 0.31

---

No. 8
The following is a quantum chemistry calculation of a structure of composition C15H23IN5V, from OMol25.

Cartesian coordinates (Å):
V: 0.392 0.114 -0.755
N: 0.300 0.038 1.596
C: 1.398 0.291 2.555
C: 2.469 -0.799 2.519
C: 3.659 -0.570 1.589
C: 3.420 -0.691 0.095
N: 2.569 0.406 -0.452
H: -0.426 0.729 1.774
H: -0.122 -0.853 1.847
H: 0.996 0.356 3.569
H: 1.834 1.267 2.329
H: 1.994 -1.758 2.284
H: 2.866 -0.901 3.530
H: 4.424 -1.308 1.839
H: 4.106 0.407 1.807
H: 2.943 -1.642 -0.146
H: 4.385 -0.681 -0.412
H: 2.840 0.537 -1.426
H: 2.828 1.268 0.022
N: -2.848 0.210 -0.270
C: -2.374 -1.085 -0.420
C: -3.337 -2.109 -0.420
C: -2.931 -3.410 -0.549
C: -1.566 -3.692 -0.675
C: -0.688 -2.647 -0.665
N: -1.068 -1.348 -0.544
C: -2.283 1.474 -0.382
C: -3.168 2.566 -0.362
C: -2.672 3.836 -0.474
C: -1.289 4.017 -0.610
C: -0.493 2.910 -0.620
N: -0.961 1.640 -0.502
H: -3.850 0.243 -0.184
H: -4.385 -1.858 -0.325
H: -3.660 -4.209 -0.554
H: -1.202 -4.703 -0.780
H: 0.377 -2.809 -0.772
H: -4.232 2.389 -0.265
H: -3.339 4.687 -0.462
H: -0.853 5.000 -0.707
H: 0.582 2.999 -0.728
I: 1.839 -1.566 -3.308
C: 0.635 0.208 -2.835
H: -0.283 0.039 -3.403
H: 1.173 1.008 -3.349

Output
spin multiplicity: 2
frontier orbital gap (spin up / spin down): 7.129 / 6.149 eV
expectation value of S²: 0.77
E_tot: -57161.98963 eV
charge: +1

Results of the Mulliken charge analysis, in e, for atoms 1 through 5: V 0.51; N -0.31; C -0.94; C -0.53; C -0.82

---

No. 9
The following is a quantum chemistry calculation of the molecule C4H8N2O2, from OMol25.

Cartesian coordinates (Å):
C: -0.884 -1.304 -0.395
N: -1.677 -0.379 -0.345
C: -1.422 0.690 0.648
C: -0.311 1.559 -0.131
O: 0.750 0.800 -0.837
C: 1.742 0.343 -0.019
O: 1.011 -0.553 0.934
N: 0.325 -1.380 0.171
H: -0.812 -2.014 -1.324
H: -1.357 0.144 1.634
H: -2.272 1.365 0.984
H: 0.196 2.241 0.424
H: -0.829 2.105 -0.825
H: 2.332 -0.395 -0.785
H: 2.527 0.744 0.640
H: 0.838 -1.586 -0.925

Output
frontier orbital gap: 9.228 eV
SMILES string: C1=N\CCOCON/1
E_tot: -11346.43290 eV

Results of the Mulliken charge analysis, in e, for atoms 1 through 5: C 0.20; N -0.56; C -0.31; C -0.64; O -0.37